Entry from the Open Molecules 2025 dataset: 11 unconnected molecules or ions with the total composition C44H66O22 at a distorted geometry (wB97M-V/def2-TZVPD).

Last column: Löwdin charge in e.
Positions of all 132 atoms, in Å:
O: 0.765 4.754 -0.223  0.094
C: 0.815 4.027 0.759  -0.465
C: 0.077 2.779 1.025  -0.067
C: 0.759 2.223 2.285  -0.130
C: 1.286 3.504 2.933  -0.098
O: 1.537 4.435 1.825  0.044
H: -1.004 3.038 1.283  0.168
H: 0.042 2.127 0.187  0.078
H: 0.129 1.710 2.986  0.087
H: 1.571 1.498 2.019  0.115
H: 0.580 3.973 3.532  0.102
H: 2.219 3.350 3.509  0.126
O: 2.202 -2.448 4.219  0.122
C: 1.250 -2.640 4.899  -0.523
C: -0.033 -3.327 4.549  -0.060
C: -0.724 -3.486 5.905  -0.159
C: -0.151 -2.395 6.712  -0.129
O: 1.156 -2.180 6.122  0.054
H: -0.687 -2.755 3.914  0.089
H: 0.067 -4.271 4.002  0.134
H: -1.817 -3.362 5.913  0.122
H: -0.607 -4.480 6.269  0.105
H: -0.712 -1.504 6.555  0.108
H: -0.034 -2.687 7.752  0.133
O: -2.385 -2.919 2.307  0.082
C: -2.493 -3.306 1.175  -0.516
C: -1.547 -4.152 0.382  -0.044
C: -1.980 -3.927 -1.085  -0.131
C: -3.415 -3.566 -0.912  -0.140
O: -3.533 -2.999 0.413  0.038
H: -0.520 -3.874 0.600  0.112
H: -1.616 -5.201 0.663  0.133
H: -1.531 -3.118 -1.604  0.077
H: -1.875 -4.816 -1.733  0.137
H: -3.698 -2.803 -1.678  0.117
H: -4.060 -4.453 -0.986  0.137
O: -1.335 0.249 4.582  0.108
C: -2.444 0.443 4.197  -0.554
C: -3.494 -0.625 4.070  -0.060
C: -4.766 0.187 3.697  -0.135
C: -4.160 1.435 3.112  -0.117
O: -2.849 1.607 3.755  0.041
H: -3.305 -1.420 3.316  0.099
H: -3.593 -1.148 5.065  0.142
H: -5.486 -0.329 3.114  0.101
H: -5.260 0.502 4.636  0.122
H: -3.974 1.412 2.021  0.118
H: -4.680 2.317 3.478  0.127
O: 0.111 -3.268 -4.375  0.099
C: 1.022 -2.658 -3.861  -0.483
C: 2.287 -3.215 -3.353  -0.019
C: 3.131 -1.893 -2.921  -0.087
C: 2.371 -0.830 -3.647  -0.153
O: 1.034 -1.330 -3.753  0.014
H: 1.993 -3.797 -2.534  0.103
H: 2.741 -3.784 -4.188  0.140
H: 3.062 -1.811 -1.868  0.070
H: 4.199 -1.973 -3.152  0.119
H: 2.279 0.079 -3.050  0.102
H: 2.728 -0.535 -4.653  0.143
O: 2.650 -0.921 0.288  0.084
C: 1.448 -0.712 0.217  -0.497
C: 0.468 -1.000 1.296  -0.062
C: -0.856 -0.467 0.765  -0.105
C: -0.537 -0.238 -0.739  -0.106
O: 0.898 -0.213 -0.872  0.042
H: 0.493 -2.098 1.479  0.128
H: 0.787 -0.498 2.262  0.134
H: -1.762 -1.106 0.782  0.094
H: -1.166 0.540 1.249  0.122
H: -0.905 -0.985 -1.401  0.087
H: -0.816 0.812 -1.061  0.122
O: -1.596 3.121 -1.877  0.090
C: -0.754 3.644 -2.557  -0.501
C: -0.824 4.964 -3.320  -0.063
C: 0.592 5.157 -3.820  -0.152
C: 1.365 3.994 -3.226  -0.146
O: 0.428 3.045 -2.661  0.027
H: -1.572 4.896 -4.163  0.144
H: -1.232 5.661 -2.598  0.124
H: 0.597 5.175 -4.887  0.099
H: 1.086 6.094 -3.449  0.136
H: 2.015 3.473 -3.920  0.127
H: 1.887 4.427 -2.337  0.113
O: -5.815 0.527 -3.977  0.131
C: -5.295 0.639 -2.917  -0.467
C: -4.267 1.656 -2.448  -0.075
C: -4.179 1.446 -0.919  -0.142
C: -4.653 -0.024 -0.802  -0.202
O: -5.513 -0.243 -1.874  0.008
H: -3.272 1.280 -2.691  0.099
H: -4.465 2.639 -2.917  0.138
H: -3.198 1.644 -0.481  0.086
H: -4.932 2.036 -0.362  0.115
H: -3.782 -0.751 -0.895  0.104
H: -5.194 -0.284 0.111  0.120
O: -2.729 -1.211 -3.034  0.101
C: -2.372 -1.506 -4.126  -0.471
C: -1.768 -0.701 -5.217  -0.058
C: -1.516 -1.695 -6.362  -0.137
C: -2.040 -2.983 -5.849  -0.191
O: -2.588 -2.788 -4.550  0.025
H: -2.509 0.109 -5.400  0.145
H: -0.836 -0.278 -4.823  0.118
H: -1.980 -1.294 -7.266  0.115
H: -0.429 -1.748 -6.592  0.124
H: -2.888 -3.321 -6.403  0.121
H: -1.270 -3.714 -5.771  0.095
O: 5.329 0.810 -3.425  0.120
C: 5.024 1.411 -2.444  -0.436
C: 5.997 2.086 -1.487  -0.051
C: 5.084 3.195 -0.891  -0.115
C: 3.807 2.403 -0.829  -0.182
O: 3.698 1.641 -2.028  -0.013
H: 6.284 1.416 -0.670  0.127
H: 6.925 2.404 -2.002  0.131
H: 5.353 3.527 0.054  0.091
H: 4.993 3.974 -1.590  0.104
H: 3.768 1.710 0.026  0.111
H: 2.953 3.036 -0.871  0.097
O: 4.418 2.036 2.199  0.084
C: 4.436 1.155 3.040  -0.481
C: 4.772 -0.275 2.827  -0.074
C: 4.949 -0.826 4.238  -0.128
C: 3.961 0.056 5.017  -0.119
O: 3.978 1.317 4.293  0.021
H: 3.973 -0.707 2.215  0.113
H: 5.684 -0.381 2.230  0.131
H: 4.628 -1.838 4.387  0.093
H: 5.964 -0.664 4.625  0.122
H: 2.963 -0.331 4.994  0.092
H: 4.211 0.282 6.044  0.124

Summary:
Structure (SMILES) ... O=C1CCCO1.O=C1CCCO1.O=C1CCCO1.O=C1CCCO1.O=C1CCCO1.O=C1CCCO1.O=C1CCCO1.O=C1CCCO1.O=C1CCCO1.O=C1CCCO1.O=C1CCCO1
HOMO level ... -9.9488 eV
LUMO energy ... 0.5 eV
Charge ... 0
Energy relative to the best compared isomer or geometry (same formula, charge and spin) ... 40.4 kJ/mol
Gap between HOMO and LUMO ... 10.435 eV
Max |F| ... 3.0 eV/A

Entry from the Open Molecules 2025 dataset: 6 unconnected molecules or ions with the total composition C36H90N6O12 at a distorted geometry (wB97M-V/def2-TZVPD).

Last column: Löwdin charge in e.
Positions of all 144 atoms, in Å:
C: -13.868 -17.532 -2.388  -0.045
O: -12.954 -16.728 -3.284  -0.185
C: -13.572 -15.583 -3.909  -0.213
C: -12.656 -14.765 -4.835  -0.189
N: -12.316 -15.490 -6.059  -0.092
C: -11.602 -14.698 -7.047  -0.192
C: -11.315 -15.544 -8.322  -0.166
O: -12.429 -15.516 -9.273  -0.205
C: -13.421 -16.578 -9.105  -0.083
H: -13.732 -17.139 -1.380  0.068
H: -13.801 -18.613 -2.505  0.074
H: -14.929 -17.289 -2.329  0.052
H: -13.958 -14.926 -3.129  0.109
H: -14.431 -15.922 -4.488  0.105
H: -11.770 -14.397 -4.318  0.122
H: -13.264 -13.992 -5.306  0.120
H: -11.859 -16.355 -5.807  0.099
H: -10.707 -14.251 -6.616  0.110
H: -12.257 -13.852 -7.256  0.119
H: -11.027 -16.538 -7.981  0.094
H: -10.441 -15.095 -8.794  0.097
H: -13.112 -17.572 -9.428  0.075
H: -14.425 -16.432 -9.505  0.083
H: -13.452 -16.672 -8.019  0.056
C: -5.957 -18.236 -17.593  -0.151
O: -6.472 -18.034 -16.328  -0.181
C: -7.337 -19.007 -15.705  -0.204
C: -8.473 -18.280 -14.975  -0.214
N: -9.465 -19.276 -14.583  -0.067
C: -10.832 -18.672 -14.318  -0.180
C: -11.102 -17.830 -13.104  -0.207
O: -11.065 -16.419 -13.472  -0.206
C: -11.513 -15.595 -12.355  -0.089
H: -6.717 -18.247 -18.375  0.087
H: -5.267 -19.067 -17.735  0.080
H: -5.228 -17.466 -17.845  0.083
H: -6.883 -19.560 -14.883  0.111
H: -7.722 -19.768 -16.384  0.119
H: -8.699 -17.583 -15.782  0.129
H: -8.128 -17.828 -14.046  0.113
H: -9.181 -19.750 -13.738  0.101
H: -11.327 -19.641 -14.250  0.106
H: -11.206 -18.264 -15.257  0.125
H: -10.539 -18.003 -12.187  0.119
H: -12.141 -18.032 -12.844  0.105
H: -12.458 -16.088 -12.122  0.074
H: -11.512 -14.602 -12.803  0.092
H: -11.015 -15.425 -11.400  0.057
C: -8.008 -16.089 -11.123  -0.084
O: -7.863 -17.454 -10.703  -0.210
C: -7.269 -17.689 -9.418  -0.211
C: -8.380 -17.749 -8.359  -0.177
N: -7.943 -18.366 -7.070  -0.053
C: -8.986 -18.516 -6.054  -0.199
C: -8.567 -17.950 -4.659  -0.162
O: -9.598 -18.237 -3.623  -0.197
C: -9.212 -17.757 -2.342  -0.134
H: -8.468 -15.560 -10.288  0.060
H: -8.629 -15.997 -12.014  0.077
H: -7.051 -15.624 -11.360  0.082
H: -6.449 -16.979 -9.309  0.115
H: -6.695 -18.613 -9.481  0.119
H: -9.111 -18.419 -8.812  0.126
H: -8.699 -16.707 -8.367  0.092
H: -7.122 -17.992 -6.615  0.100
H: -9.230 -19.576 -5.985  0.110
H: -9.921 -18.051 -6.367  0.092
H: -8.262 -16.910 -4.782  0.106
H: -7.679 -18.414 -4.229  0.114
H: -10.024 -17.875 -1.625  0.083
H: -8.774 -16.763 -2.255  0.082
H: -8.394 -18.357 -1.944  0.077
C: -16.898 -15.918 3.114  -0.130
O: -15.952 -15.954 2.106  -0.182
C: -15.178 -14.786 2.123  -0.234
C: -14.121 -14.918 0.987  -0.207
N: -13.472 -13.697 0.463  -0.055
C: -12.453 -13.284 1.448  -0.190
C: -12.137 -11.771 1.140  -0.325
O: -13.045 -10.890 1.503  -0.168
C: -12.706 -9.550 1.055  -0.056
H: -17.767 -15.451 2.649  0.084
H: -16.654 -15.368 4.023  0.095
H: -17.126 -16.958 3.349  0.090
H: -14.571 -14.623 3.013  0.118
H: -15.673 -13.842 1.894  0.126
H: -14.593 -15.384 0.122  0.087
H: -13.362 -15.644 1.278  0.119
H: -14.070 -12.912 0.246  0.100
H: -11.565 -13.862 1.193  0.112
H: -12.563 -13.456 2.519  0.111
H: -11.991 -11.880 0.066  0.120
H: -11.220 -11.512 1.669  0.123
H: -12.496 -9.502 -0.014  0.084
H: -11.825 -9.179 1.580  0.092
H: -13.635 -8.983 1.113  0.091
C: -6.652 -13.724 -5.393  -0.074
O: -6.883 -13.636 -6.829  -0.222
C: -5.737 -13.350 -7.604  -0.206
C: -6.078 -13.248 -9.162  -0.174
N: -6.763 -11.995 -9.439  -0.056
C: -8.201 -12.023 -9.206  -0.212
C: -8.795 -10.823 -9.928  -0.195
O: -8.590 -11.040 -11.358  -0.240
C: -8.703 -9.854 -12.147  -0.091
H: -5.796 -14.362 -5.172  0.084
H: -7.474 -14.166 -4.830  0.068
H: -6.605 -12.678 -5.089  0.089
H: -4.974 -14.128 -7.578  0.103
H: -5.197 -12.486 -7.215  0.117
H: -6.466 -14.124 -9.682  0.080
H: -5.178 -13.394 -9.760  0.112
H: -6.669 -11.555 -10.343  0.100
H: -8.362 -12.027 -8.128  0.110
H: -8.700 -12.899 -9.621  0.105
H: -8.400 -9.903 -9.498  0.122
H: -9.884 -10.773 -9.945  0.118
H: -9.733 -9.546 -11.968  0.082
H: -8.744 -10.202 -13.179  0.089
H: -7.901 -9.172 -11.864  0.093
C: -14.707 -21.154 -3.968  -0.078
O: -15.674 -20.174 -3.677  -0.230
C: -16.323 -19.493 -4.744  -0.161
C: -17.452 -18.629 -4.145  -0.085
N: -18.201 -19.238 -3.075  0.197
C: -19.254 -18.542 -2.320  -0.083
C: -18.772 -17.331 -1.468  -0.117
O: -18.585 -16.322 -2.505  -0.216
C: -18.262 -15.030 -2.018  -0.094
H: -14.069 -21.511 -3.160  0.101
H: -14.133 -20.765 -4.809  0.097
H: -15.229 -22.046 -4.313  0.091
H: -16.678 -20.159 -5.530  0.136
H: -15.545 -18.829 -5.122  0.134
H: -18.110 -18.243 -4.922  0.159
H: -16.923 -17.778 -3.716  0.138
H: -17.768 -19.978 -2.541  0.165
H: -19.453 -19.317 -1.580  0.130
H: -20.203 -18.397 -2.836  0.152
H: -17.793 -17.522 -1.029  0.132
H: -19.527 -16.913 -0.803  0.143
H: -18.843 -14.127 -2.203  0.096
H: -17.277 -14.726 -2.370  0.082
H: -18.059 -15.038 -0.947  0.083

Summary:
HOMO level (alpha / beta) ... -9.6133 / -9.6133 eV
LUMO energy (alpha / beta) ... -2.6 / -7.2 eV
Charge ... +1
2S+1 ... 2
Energy relative to the best compared isomer or geometry (same formula, charge and spin) ... 77.2 kJ/mol
<S²> ... 0.755
Gap between HOMO and LUMO (alpha / beta) ... 7.040 / 2.388 eV
Max |F| ... 4.9 eV/A